[1]
C24H44BN5O3PRuSe as an isolated structure in a non-equilibrium geometry, computed with ωB97M-V/def2-TZVPD.

Computed properties:
Frontier orbital gap (spin up / spin down) = 7.80 / 4.68 eV
Max |F| = 2.10 eV/Å
HOMO level (spin up / spin down) = -13.527 / -13.468 eV
Multiplicity = 6
⟨S²⟩ = 8.76
Lowest unoccupied orbital energy (spin up / spin down) = -5.72 / -8.78 eV
ΔE to the lowest compared entry with this formula, charge and spin = 41.71 kcal/mol
Energy = -4302.25871 Ha
Net charge = +2

Atoms and positions in Å:
1 Ru -0.684 0.210 0.303
2 Se -0.506 -1.971 2.671
3 P -1.755 2.140 -0.918
4 O -1.875 -1.353 -1.101
5 O 1.584 0.059 -0.227
6 O 0.273 -2.209 0.025
7 N 3.451 -0.899 -1.010
8 N -2.577 -3.367 -1.833
9 N -1.968 0.396 2.064
10 N 0.583 -0.579 2.471
11 N -0.141 -2.141 4.348
12 C -1.738 -2.585 -1.170
13 C -4.255 1.224 -1.573
14 C -3.601 2.385 -0.826
15 C 1.303 -1.086 5.998
16 C 2.078 0.706 3.928
17 C -2.496 -4.814 -1.842
18 C -4.078 2.391 0.624
19 C 2.218 -0.090 6.219
20 C -1.738 4.925 -0.205
21 C 2.602 0.798 5.189
22 C 4.356 -2.003 -1.236
23 C 2.258 -0.962 -0.433
24 C -1.755 3.267 -3.516
25 C -0.864 3.683 -0.344
26 C 1.146 -0.315 3.648
27 C 0.116 1.662 -2.894
28 C -1.364 2.015 -2.734
29 C -0.507 -3.243 -0.539
30 C 3.953 0.370 -1.503
31 C -0.135 3.351 0.962
32 C -2.323 0.951 3.024
33 C 1.685 -2.334 -0.046
34 C 0.742 -1.216 4.712
35 C -3.688 -2.756 -2.538
36 B -2.827 1.681 4.248
37 H -0.804 -3.957 0.245
38 H -4.106 1.299 -2.647
39 H 0.360 0.791 -2.272
40 H 0.762 2.490 -2.606
41 H -5.327 1.212 -1.386
42 H -3.829 0.283 -1.215
43 H -4.013 1.386 1.036
44 H 4.138 -2.855 -0.601
45 H -1.232 4.148 -3.155
46 H -1.495 3.135 -4.564
47 H -3.863 -3.281 -3.475
48 H 0.335 1.411 -3.931
49 H 2.075 -2.607 0.949
50 H -4.595 -2.789 -1.934
51 H 4.823 0.683 -0.926
52 H 3.324 1.568 5.412
53 H -5.118 2.709 0.672
54 H -2.458 -5.223 -0.833
55 H 0.553 4.152 1.221
56 H -1.951 1.166 -3.102
57 H 4.334 -2.313 -2.285
58 H -3.383 -5.210 -2.330
59 H -2.330 5.117 -1.097
60 H 1.956 -3.100 -0.778
61 H -3.847 3.343 -1.299
62 H 5.369 -1.669 -1.010
63 H 2.660 0.030 7.197
64 H -2.408 4.843 0.646
65 H -3.661 2.486 3.958
66 H -3.503 0.926 4.886
67 H -3.436 -1.721 -2.748
68 H -1.624 -5.167 -2.396
69 H -0.106 3.857 -1.117
70 H 2.364 1.384 3.138
71 H 3.178 1.127 -1.426
72 H -3.487 3.057 1.248
73 H -0.839 3.231 1.784
74 H 0.450 2.418 0.855
75 H 0.037 -3.783 -1.324
76 H 1.014 -1.782 6.770
77 H -2.826 3.446 -3.461
78 H 4.253 0.254 -2.544
79 H -1.908 2.182 4.806
80 H -1.106 5.796 -0.039

=====

[2]
C33H35N15O6PSc as an isolated structure in a non-equilibrium geometry, computed with ωB97M-V/def2-TZVPD.

Computed properties:
Frontier orbital gap = 7.07 eV
Max |F| = 2.36 eV/Å
HOMO level = -8.050 eV
Multiplicity = 1
Lowest unoccupied orbital energy = -0.98 eV
ΔE to the lowest compared entry with this formula, charge and spin = 27.35 kcal/mol
Energy = -3653.39701 Ha
Net charge = 0

Atoms and positions in Å:
1 Sc 0.771 0.775 0.686
2 P -1.051 -1.830 1.646
3 O 0.421 0.261 -3.424
4 O -0.175 5.910 -0.839
5 O -1.458 2.903 -6.937
6 O -1.946 4.981 -6.668
7 O 0.671 1.118 -1.393
8 O -1.198 7.022 -2.368
9 N 0.237 -1.007 1.463
10 N 2.399 3.454 3.352
11 N 3.324 1.436 -0.530
12 N 1.603 -1.778 -2.478
13 N 2.446 2.478 2.524
14 N 2.896 -0.529 1.349
15 N -2.911 2.318 -0.276
16 N 1.259 2.387 1.873
17 N -0.758 3.695 2.029
18 N -0.699 6.017 -1.922
19 N -2.616 3.312 0.551
20 N 1.226 4.057 3.317
21 N -2.010 1.410 -0.250
22 N -1.051 1.767 0.629
23 N -1.542 3.912 -6.273
24 C -0.212 2.509 -3.095
25 C 4.293 0.507 -1.119
26 C -2.350 -4.273 4.680
27 C -1.331 -4.155 5.613
28 C -3.780 0.891 2.803
29 C -3.791 -1.239 1.011
30 C -4.909 0.620 2.046
31 C -1.165 -3.051 0.279
32 C -2.651 -0.948 1.742
33 C -0.236 3.632 -2.275
34 C -1.389 -2.554 -1.004
35 C -2.266 -3.608 3.471
36 C -1.156 4.956 -4.084
37 C -2.650 0.110 2.646
38 C 3.141 -2.163 -0.482
39 C -0.651 -4.334 0.429
40 C 0.524 3.397 2.403
41 C 2.524 -1.197 -1.484
42 C -4.915 -0.445 1.161
43 C 4.900 -0.404 -0.050
44 C -0.135 -2.715 4.118
45 C -0.410 -5.132 -0.678
46 C -0.647 2.611 -4.410
47 C -1.460 2.968 1.107
48 C -1.154 -3.354 -2.110
49 C 3.602 -0.369 -2.174
50 C -0.666 -4.646 -1.951
51 C -1.111 3.828 -4.891
52 C -0.704 4.839 -2.777
53 C -0.220 -3.381 5.328
54 C 3.862 -1.324 0.594
55 C 0.314 1.200 -2.584
56 C -1.154 -2.826 3.184
57 H 3.063 2.131 -1.224
58 H -5.798 -0.641 0.570
59 H 3.383 0.113 1.978
60 H -3.784 1.710 3.506
61 H 4.399 -2.023 1.256
62 H 2.075 -2.320 -3.200
63 H -1.753 -1.538 -1.116
64 H 5.676 -1.014 -0.516
65 H 0.708 -2.080 3.880
66 H 5.121 1.048 -1.607
67 H 3.157 0.263 -2.946
68 H -3.792 -2.079 0.329
69 H 3.856 -2.841 -0.954
70 H -3.067 -3.682 2.747
71 H 1.907 -0.521 -0.872
72 H -5.781 1.249 2.145
73 H -1.163 4.553 2.369
74 H -1.744 0.311 3.214
75 H 3.754 1.946 0.240
76 H -0.016 -6.130 -0.550
77 H 2.327 -1.159 1.921
78 H -0.482 -5.269 -2.815
79 H 4.347 -1.016 -2.646
80 H 0.116 3.580 -1.252
81 H -1.526 5.900 -4.461
82 H 5.373 0.204 0.723
83 H -0.614 1.747 -5.057
84 H -1.413 -4.655 6.568
85 H 2.352 -2.753 -0.008
86 H -1.362 -2.976 -3.102
87 H 0.881 -2.357 -2.035
88 H 0.574 -3.292 6.055
89 H -3.213 -4.881 4.908
90 H -0.454 -4.714 1.422
91 H 1.008 -0.832 -2.975

=====

[3]
An isolated molecule of C20H27NO2, computed with ωB97M-V/def2-TZVPD.

Computed properties:
Frontier orbital gap = 9.13 eV
Max |F| = 0.66 eV/Å
HOMO level = -8.343 eV
Multiplicity = 1
Lowest unoccupied orbital energy = 0.79 eV
ΔE to the lowest compared entry with this formula, charge and spin = 36.87 kcal/mol
Energy = -983.51738 Ha
Net charge = 0

Atoms and positions in Å:
1 O -1.371 -0.204 -0.848
2 O -2.805 -1.676 1.099
3 N 0.507 -1.474 2.672
4 C 1.809 0.417 -2.458
5 C 0.572 -0.307 3.536
6 C 1.778 2.613 -0.773
7 C 2.950 2.253 -1.417
8 C -0.707 -1.055 0.062
9 C 2.881 -2.096 2.980
10 C -0.653 0.003 -2.047
11 C -1.951 1.534 -5.257
12 C -1.543 -1.099 1.341
13 C 0.320 -0.548 5.030
14 C 0.631 0.778 -1.820
15 C -2.553 1.585 -2.557
16 C -1.208 0.779 -4.368
17 C 0.623 1.882 -0.979
18 C 2.963 1.155 -2.260
19 C 1.425 -2.546 3.021
20 C -0.845 -1.937 2.420
21 C -3.299 2.337 -3.448
22 C -2.999 2.315 -4.799
23 C -1.506 0.798 -3.012
24 H 1.764 3.467 -0.113
25 H -1.483 -1.935 3.315
26 H -0.621 -2.067 -0.362
27 H 3.124 -1.446 3.816
28 H 0.307 0.405 5.552
29 H -0.408 -0.975 -2.499
30 H 3.531 -2.966 3.028
31 H 1.826 -0.445 -3.109
32 H -0.164 0.408 3.164
33 H -4.116 2.943 -3.085
34 H 1.289 -3.331 2.271
35 H 1.558 0.146 3.407
36 H -1.712 1.513 -6.310
37 H -2.786 1.593 -1.504
38 H 1.103 -1.164 5.465
39 H -3.144 -1.277 0.288
40 H 3.853 2.826 -1.260
41 H -1.677 -0.061 1.686
42 H -0.637 -1.039 5.189
43 H -0.296 2.155 -0.482
44 H 3.876 0.869 -2.762
45 H 3.076 -1.563 2.053
46 H 1.202 -2.989 4.006
47 H -0.391 0.171 -4.728
48 H -0.810 -2.963 2.050
49 H 0.297 -0.684 0.299
50 H -3.580 2.904 -5.494

=====

[4]
An isolated molecule of CH4N2O2 in a non-equilibrium geometry, computed with ωB97M-V/def2-TZVPD.

Computed properties:
Frontier orbital gap = 11.47 eV
Max |F| = 3.96 eV/Å
HOMO level = -10.615 eV
Multiplicity = 1
Lowest unoccupied orbital energy = 0.85 eV
ΔE to the lowest compared entry with this formula, charge and spin = 105.37 kcal/mol
Energy = -300.31973 Ha
Net charge = 0

Atoms and positions in Å:
1 O 1.809 1.271 0.400
2 O 0.431 -0.505 -0.161
3 N 2.639 -0.719 -0.141
4 N 1.812 0.127 0.023
5 C -0.735 0.282 -0.140
6 H 2.493 -1.737 -0.224
7 H -0.668 1.235 -0.786
8 H -1.448 -0.289 -0.689
9 H -1.035 0.400 0.990

=====

[5]
C44H44Cl3N6O5ReS2 as an isolated structure, computed with ωB97M-V/def2-TZVPD.

Computed properties:
Frontier orbital gap (spin up / spin down) = 5.48 / 4.73 eV
Max |F| = 0.63 eV/Å
HOMO level (spin up / spin down) = -14.343 / -14.343 eV
Multiplicity = 2
⟨S²⟩ = 0.76
Lowest unoccupied orbital energy (spin up / spin down) = -8.86 / -9.62 eV
ΔE to the lowest compared entry with this formula, charge and spin = 4.01 kcal/mol
Energy = -4662.18004 Ha
Net charge = +3

Atoms and positions in Å:
1 Re -1.073 -0.544 0.461
2 Cl 7.632 -3.301 1.439
3 Cl 3.528 -3.852 0.539
4 Cl 5.407 -6.301 -3.834
5 S -0.575 1.435 -0.844
6 S 6.055 -2.799 3.904
7 O 6.477 -0.854 -0.300
8 O -2.908 -0.259 0.125
9 O 0.474 -0.869 2.078
10 O -1.672 -2.228 -0.889
11 O -1.798 -2.168 1.808
12 N 0.807 -1.097 -0.430
13 N -1.198 1.093 -3.445
14 N -2.191 1.857 1.870
15 N 2.875 -0.734 -1.068
16 N -1.298 0.961 1.863
17 N -2.592 2.460 -2.206
18 C 1.178 -2.117 2.329
19 C 6.714 -2.250 2.423
20 C -3.472 2.905 -3.249
21 C 6.062 -3.765 -3.190
22 C 5.220 -2.625 -1.223
23 C 0.713 2.299 4.714
24 C 1.655 1.285 4.819
25 C -4.516 5.346 1.832
26 C 2.337 -1.636 -1.958
27 C 4.565 -4.919 -1.692
28 C 6.843 -0.207 0.925
29 C 6.405 -0.946 2.154
30 C -4.009 2.018 -4.173
31 C 1.061 -1.857 -1.562
32 C -6.103 4.269 0.389
33 C -3.259 1.902 1.038
34 C -5.290 3.115 0.365
35 C -5.722 5.367 1.112
36 C -4.900 0.848 -0.441
37 C 0.630 0.144 3.012
38 C 5.336 -1.275 4.194
39 C 1.939 -0.437 -0.174
40 C -2.879 -1.874 2.734
41 C 5.999 -2.646 -2.379
42 C -4.079 3.096 1.097
43 C 5.180 -1.372 -0.383
44 C 4.518 -3.780 -0.905
45 C 5.597 -0.392 3.189
46 C -0.284 2.237 3.756
47 C -2.137 -1.972 -2.235
48 C -5.198 3.849 -5.187
49 C -0.321 1.141 2.903
50 C 5.338 -4.898 -2.841
51 C -3.705 4.237 1.826
52 C 4.275 -0.292 -1.005
53 C -5.680 1.967 -0.374
54 C -4.678 4.719 -4.237
55 C -3.670 0.834 0.233
56 C -1.559 1.653 -2.295
57 C -3.812 4.252 -3.262
58 C -1.950 -3.430 1.118
59 C -2.560 -3.163 -0.223
60 C -4.868 2.502 -5.150
61 C 1.628 0.189 3.966
62 H -2.257 -2.922 -2.754
63 H -4.223 6.218 2.401
64 H 4.300 0.615 -0.401
65 H 4.832 -1.091 5.130
66 H -0.950 -3.847 0.998
67 H 4.793 -1.617 0.610
68 H 0.824 -2.530 3.271
69 H -3.086 -1.436 -2.198
70 H 5.286 0.645 3.206
71 H -1.640 1.384 -4.309
72 H -5.289 1.820 -5.877
73 H 0.354 -2.554 -1.969
74 H 2.918 -2.066 -2.757
75 H -3.549 -2.707 -0.144
76 H -2.548 -4.110 1.722
77 H 2.423 1.342 5.579
78 H -0.267 0.711 -3.502
79 H 6.678 -3.773 -4.079
80 H 6.456 0.817 0.954
81 H -2.780 4.241 2.384
82 H -3.393 4.930 -2.528
83 H 2.250 -1.937 2.357
84 H -6.348 6.249 1.135
85 H -3.812 0.953 -4.113
86 H 4.609 -0.051 -2.012
87 H -6.625 1.993 -0.904
88 H 2.097 0.262 0.632
89 H -4.940 5.769 -4.260
90 H -2.721 2.889 -1.297
91 H 4.026 -5.811 -1.408
92 H 0.753 3.145 5.386
93 H 6.590 -1.773 -2.627
94 H -2.628 -0.942 3.233
95 H 2.366 -0.592 4.058
96 H 0.958 -2.778 1.499
97 H -7.032 4.268 -0.168
98 H -1.384 -1.371 -2.732
99 H -2.622 -4.071 -0.823
100 H -5.198 -0.022 -1.011
101 H -5.867 4.220 -5.951
102 H -2.932 -2.678 3.465
103 H -3.822 -1.777 2.197
104 H 7.929 -0.149 0.871
105 H -1.024 3.017 3.673

=====

[6]
An isolated molecule of C3H9N3 in a non-equilibrium geometry, computed with ωB97M-V/def2-TZVPD.

Computed properties:
Frontier orbital gap = 9.33 eV
Max |F| = 1.37 eV/Å
HOMO level = -8.497 eV
Multiplicity = 1
Lowest unoccupied orbital energy = 0.84 eV
ΔE to the lowest compared entry with this formula, charge and spin = 15.21 kcal/mol
Energy = -283.95887 Ha
Net charge = 0

Atoms and positions in Å:
1 N -2.176 0.422 0.102
2 N -0.265 1.756 0.158
3 N -0.072 -0.520 0.570
4 C 1.599 -1.306 -1.178
5 C -0.900 0.560 0.298
6 C 1.325 -0.776 0.261
7 H 1.549 -1.640 0.895
8 H -0.633 -1.335 0.686
9 H -2.269 -0.492 -0.326
10 H -0.813 2.490 -0.250
11 H 2.272 -2.154 -1.157
12 H 2.030 -0.549 -1.837
13 H 1.953 0.050 0.572
14 H 0.718 1.833 0.346
15 H 0.640 -1.536 -1.655

=====

[7]
A 2-piece molecular cluster, C4H12 overall in a non-equilibrium geometry, computed with ωB97M-V/def2-TZVPD.

Computed properties:
Frontier orbital gap = 12.09 eV
Max |F| = 3.59 eV/Å
HOMO level = -10.969 eV
Multiplicity = 1
Lowest unoccupied orbital energy = 1.12 eV
ΔE to the lowest compared entry with this formula, charge and spin = 27.71 kcal/mol
Energy = -159.54082 Ha
Net charge = 0

Atoms and positions in Å:
1 C -2.147 -1.952 0.104
2 C -1.388 -0.629 0.233
3 C 2.140 0.932 -0.744
4 C 1.317 1.663 0.314
5 H -1.978 -2.750 0.765
6 H -1.898 0.074 0.824
7 H 1.777 1.260 -1.680
8 H 0.647 1.086 0.881
9 H 2.055 -0.140 -0.702
10 H -3.162 -1.610 0.309
11 H -0.491 -0.902 0.719
12 H 1.920 2.080 1.153
13 H -0.874 -0.281 -0.713
14 H 3.177 1.268 -0.592
15 H 0.847 2.476 -0.117
16 H -1.940 -2.575 -0.754

=====

[8]
An isolated molecule of C4H8O2 in a non-equilibrium geometry, computed with ωB97M-V/def2-TZVPD.

Computed properties:
Frontier orbital gap = 11.42 eV
Max |F| = 1.51 eV/Å
HOMO level = -10.364 eV
Multiplicity = 1
Lowest unoccupied orbital energy = 1.05 eV
ΔE to the lowest compared entry with this formula, charge and spin = 50.98 kcal/mol
Energy = -307.63119 Ha
Net charge = 0

Atoms and positions in Å:
1 O 0.003 0.211 1.503
2 O -2.679 0.672 -0.277
3 C -1.303 0.641 -0.572
4 C 1.826 0.631 -0.168
5 C -0.551 -0.313 0.307
6 C 0.901 -0.307 0.526
7 H -2.656 0.791 0.678
8 H -0.933 1.672 -0.504
9 H 2.622 0.936 0.512
10 H 1.369 -1.240 0.857
11 H 2.285 0.131 -1.027
12 H -0.876 -1.362 0.301
13 H -1.280 0.358 -1.620
14 H 1.293 1.518 -0.514